[1]
The following is a DFT calculation (ωB97M-V/def2-TZVPD) of a structure of composition C38H52AsGeN4SSbScSe2.

Positions of all 101 atoms, in Å:
Sc (-0.0926, -0.2601, -0.5771)
C (-2.2485, 1.6605, 3.4422)
N (-2.4849, 0.2478, 3.7078)
C (-3.4296, -0.2383, 4.5832)
C (-3.2296, -1.5708, 4.6876)
N (-2.1668, -1.8873, 3.8727)
C (-1.5412, -3.2015, 3.8068)
C (-1.7234, -0.7689, 3.2740)
Se (-0.2017, -0.6524, 2.1708)
H (-2.9154, 2.2452, 4.0694)
H (-2.4363, 1.8931, 2.3977)
H (-1.2174, 1.9092, 3.6889)
H (-4.1518, 0.3898, 5.0749)
H (-3.7500, -2.3051, 5.2776)
H (-1.8889, -3.7893, 4.6512)
H (-0.4610, -3.0922, 3.8702)
H (-1.7984, -3.7109, 2.8817)
C (7.6171, -0.0374, -1.4251)
C (6.7194, 0.9828, -1.7135)
C (5.3613, 0.7879, -1.5188)
C (4.9157, -0.4309, -1.0188)
C (5.8014, -1.4589, -0.7320)
C (7.1595, -1.2513, -0.9332)
Sb (2.8360, -0.6613, -0.6439)
C (2.6565, 0.7519, 0.9591)
C (3.5287, 0.7432, 2.0445)
C (3.4640, 1.7508, 2.9950)
C (2.5351, 2.7780, 2.8653)
C (1.6617, 2.7980, 1.7887)
C (1.7257, 1.7841, 0.8440)
C (2.8511, -2.5753, 0.3149)
C (3.0502, -3.6909, -0.5023)
C (3.1216, -4.9613, 0.0516)
C (2.9923, -5.1235, 1.4254)
C (2.8013, -4.0168, 2.2413)
C (2.7274, -2.7431, 1.6902)
H (8.6755, 0.1140, -1.5875)
H (7.0776, 1.9305, -2.0924)
H (4.6636, 1.5858, -1.7466)
H (5.4571, -2.4077, -0.3409)
H (7.8559, -2.0457, -0.7005)
H (4.2735, -0.0394, 2.1325)
H (4.1536, 1.7497, 3.8289)
H (2.5061, 3.5763, 3.5949)
H (0.9512, 3.6071, 1.6754)
H (1.0457, 1.8624, -0.0171)
H (3.2148, -3.5679, -1.5709)
H (3.3018, -5.8215, -0.5803)
H (3.0634, -6.1118, 1.8598)
H (2.7297, -4.1395, 3.3146)
H (2.5914, -1.8878, 2.3414)
N (0.5563, -2.9250, -2.9216)
C (0.1820, -1.7512, -3.5053)
N (0.1021, -0.6155, -2.8429)
C (-0.1820, 0.4432, -3.7223)
C (-0.1765, 1.7962, -3.3997)
C (-0.4903, 2.7171, -4.3828)
C (-0.8058, 2.3045, -5.6781)
C (-0.7770, 0.9649, -6.0219)
C (-0.4451, 0.0481, -5.0345)
S (-0.2192, -1.6762, -5.1833)
H (1.2727, -2.8721, -2.2085)
H (0.7019, -3.6922, -3.5639)
H (0.1094, 2.1278, -2.4062)
H (-0.4665, 3.7747, -4.1554)
H (-1.0462, 3.0452, -6.4280)
H (-0.9859, 0.6441, -7.0335)
C (-2.5197, -3.7274, -1.9404)
As (-1.6236, -2.6708, -0.5676)
C (-0.6615, -4.0949, 0.3508)
C (-3.2195, -2.4147, 0.5449)
H (-3.1344, -4.4668, -1.4292)
H (-1.8047, -4.2365, -2.5779)
H (-3.1635, -3.0956, -2.5509)
H (-1.3768, -4.8267, 0.7251)
H (-0.0597, -3.6997, 1.1662)
H (0.0007, -4.5916, -0.3580)
H (-3.4643, -3.3507, 1.0447)
H (-4.0540, -2.1552, -0.1063)
H (-3.0951, -1.6237, 1.2804)
C (-3.5684, 6.2736, -1.0764)
Ge (-3.2367, 4.6707, -0.0149)
C (-4.8776, 3.6702, 0.3916)
C (-2.1215, 4.9745, 1.5743)
C (-2.0537, 3.4224, -1.1118)
Se (-2.0911, 1.6052, -0.3781)
C (-3.5427, 0.8181, -1.4186)
H (-4.1483, 6.9772, -0.4791)
H (-4.1402, 6.0327, -1.9711)
H (-2.6352, 6.7566, -1.3617)
H (-5.4458, 4.1988, 1.1570)
H (-4.6656, 2.6640, 0.7568)
H (-5.5088, 3.5978, -0.4944)
H (-2.7055, 5.4280, 2.3751)
H (-1.3073, 5.6574, 1.3303)
H (-1.7000, 4.0364, 1.9411)
H (-1.0154, 3.7502, -1.0425)
H (-2.3120, 3.3270, -2.1656)
H (-3.8796, 1.5641, -2.1335)
H (-4.3589, 0.5608, -0.7498)
H (-3.1885, -0.0646, -1.9455)

The net charge is +3. The HOMO-LUMO gap comes out at 6.82 eV. The largest force on an atom is 0.9 eV/A. The relative energy (zero: lowest compared OMol25 entry of this formula, charge and spin) comes out at 31.3 kcal per mole. The value obtained for the HOMO energy is -15.6 eV. The LUMO energy comes out at -8.759 eV.

=====

[2]
The following is a DFT calculation (ωB97M-V/def2-TZVPD) of a structure of composition C38H52Cl2IrN3O8P2S at a distorted geometry.

Positions of all 107 atoms, in Å:
Ir (11.9073, 15.6827, 10.3603)
C (16.0055, 19.5127, 12.5918)
C (15.4862, 18.3217, 11.7519)
C (16.2917, 18.1652, 10.5061)
O (15.6882, 17.1437, 12.6079)
P (14.5188, 16.0300, 12.7033)
O (13.8578, 15.9242, 11.3170)
C (13.5840, 16.6848, 14.0907)
P (12.0638, 15.8722, 14.7178)
O (10.8002, 16.0688, 13.8969)
O (12.0214, 16.3614, 16.2006)
C (11.0346, 17.3720, 16.7681)
C (10.7431, 16.7310, 18.1263)
C (11.8618, 18.7255, 16.7727)
O (12.6213, 14.3473, 14.8189)
C (11.9189, 13.3503, 15.7220)
C (12.9965, 12.7946, 16.6041)
C (11.3221, 12.3473, 14.7775)
O (15.1062, 14.6643, 13.2378)
C (16.0785, 13.7292, 12.6554)
C (15.8255, 12.3804, 13.3886)
C (17.4647, 14.2341, 12.9229)
H (15.3916, 20.4056, 12.3420)
H (17.0187, 19.8460, 12.3475)
H (15.8901, 19.3575, 13.6479)
H (14.4336, 18.4452, 11.5296)
H (17.4158, 18.3398, 10.8149)
H (15.9588, 18.9112, 9.7483)
H (16.1833, 17.1788, 10.0688)
H (13.2300, 17.7119, 13.8958)
H (14.2580, 16.5955, 14.9732)
H (10.1785, 17.3503, 16.0443)
H (11.6889, 16.4140, 18.6559)
H (10.0705, 15.8173, 17.9487)
H (10.1275, 17.3400, 18.8076)
H (12.8839, 18.5562, 17.1705)
H (11.3300, 19.5416, 17.2774)
H (12.0051, 18.9939, 15.6651)
H (11.1222, 13.8882, 16.2484)
H (13.6886, 12.0846, 16.0667)
H (12.6328, 12.2896, 17.5256)
H (13.6253, 13.5823, 17.0078)
H (12.0290, 12.0836, 13.9944)
H (10.4250, 12.8613, 14.4602)
H (11.0140, 11.3920, 15.2685)
H (15.9544, 13.5480, 11.5373)
H (15.3228, 12.4484, 14.3536)
H (16.7882, 11.8752, 13.4490)
H (15.0758, 11.8096, 12.8033)
H (17.7026, 14.2528, 14.0145)
H (17.6704, 15.2417, 12.5443)
H (18.1999, 13.4581, 12.4799)
S (7.7756, 14.8526, 8.5849)
C (7.9702, 14.7404, 10.2621)
C (9.1358, 15.1820, 10.7782)
N (10.0685, 15.4177, 9.7350)
C (9.4243, 15.3640, 8.5264)
H (7.2069, 14.2711, 10.8382)
H (9.4690, 15.1478, 11.8476)
H (9.8028, 15.7460, 7.5770)
C (12.5166, 17.3580, 7.4394)
C (12.0330, 18.5066, 8.2891)
C (12.4568, 19.7813, 8.1087)
C (11.9588, 20.8781, 8.8223)
C (10.8966, 20.6556, 9.7036)
C (10.4545, 19.3769, 10.0181)
C (9.3099, 19.1356, 10.9500)
C (11.2353, 18.3291, 9.4915)
N (11.6684, 17.4642, 10.4481)
H (12.7690, 17.7232, 6.4431)
H (11.7141, 16.6128, 7.4645)
H (13.3790, 16.7995, 7.8914)
H (13.2315, 19.9032, 7.3934)
H (12.4538, 21.8455, 8.8165)
H (10.4142, 21.5150, 10.1830)
H (9.5672, 18.3006, 11.6225)
H (8.4478, 18.7110, 10.4117)
H (9.0040, 20.0060, 11.5569)
Cl (8.7967, 8.5716, 8.1075)
C (10.2755, 7.8126, 8.0797)
C (10.7300, 7.3837, 6.8365)
C (12.0172, 6.8513, 6.6615)
C (12.9925, 6.9647, 7.6215)
C (12.6102, 7.3995, 8.8852)
Cl (13.8070, 7.7640, 10.0793)
C (11.2570, 7.8968, 9.1678)
N (11.0646, 8.4319, 10.3939)
C (10.0914, 9.3186, 10.8828)
C (8.9231, 8.7672, 11.4320)
C (8.0974, 9.5110, 12.2809)
C (8.4346, 10.8081, 12.6340)
C (9.5324, 11.4075, 11.9022)
C (10.4257, 10.7142, 11.1143)
C (11.5466, 11.3714, 10.2902)
C (12.0271, 12.7492, 10.7559)
O (12.3136, 12.9418, 11.9374)
O (12.2459, 13.7170, 9.8734)
H (9.9795, 7.4536, 6.0329)
H (12.2162, 6.3215, 5.7903)
H (14.0755, 6.8184, 7.4757)
H (11.8087, 8.2377, 11.0348)
H (8.6753, 7.7276, 11.2530)
H (7.1934, 8.9978, 12.6624)
H (7.8000, 11.3835, 13.3185)
H (9.6815, 12.4760, 12.1239)
H (11.1934, 11.4563, 9.2178)
H (12.3719, 10.6090, 10.3228)

The spin multiplicity is 5. The HOMO-LUMO gap (spin up / spin down) comes out at 3.52 / 6.46 eV. The largest force on an atom is 4.1 eV/A. The value obtained for the HOMO energy (spin up / spin down) is -3.3 / -7.4 eV. The LUMO energy (spin up / spin down) comes out at 0.241 / -0.955 eV.